C15H31NO7Pd | wB97M-V/def2-TZVPD

Each line ends with the Löwdin charge.
Geometry (Å):
Pd (0.114, -0.204, 0.135)  1.42
O (-0.716, -2.036, -0.713)  0.03
O (0.197, 2.010, -0.013)  -0.23
O (0.514, 0.237, -1.965)  -0.23
O (0.289, -2.205, 1.180)  0.04
O (-3.321, 0.550, 0.130)  0.13
O (0.753, 0.475, 2.081)  -0.23
O (2.291, -0.418, -0.005)  -0.20
N (0.070, -4.997, 1.314)  0.12
C (-0.338, -2.775, 0.249)  -0.51
C (2.087, -0.045, 2.356)  -0.09
C (-4.226, 1.547, 0.304)  -0.19
C (-5.704, 1.213, 0.402)  0.05
C (1.123, -5.830, 0.592)  -0.06
C (0.170, 1.590, -2.352)  -0.09
C (-0.701, -4.244, 0.256)  -0.13
C (0.424, -6.210, -0.700)  -0.11
C (2.840, 0.008, -1.285)  -0.09
C (-0.424, -4.984, -1.079)  -0.07
C (0.611, 2.569, -1.291)  -0.10
C (0.740, 2.715, 1.138)  -0.10
C (0.447, 1.867, 2.353)  -0.08
C (1.806, -0.314, -2.337)  -0.08
C (2.985, 0.135, 1.155)  -0.08
H (1.806, 2.883, 0.979)  0.14
H (1.936, -1.097, 2.576)  0.13
H (0.247, 3.686, 1.225)  0.16
H (-5.799, 0.456, 1.198)  0.14
H (-3.799, 2.290, 0.991)  0.17
H (-1.761, -4.279, 0.521)  0.18
H (0.485, -4.374, 2.012)  0.18
H (1.148, -6.459, -1.473)  0.14
H (0.094, -4.328, -1.778)  0.13
H (-4.248, 2.178, -0.680)  0.27
H (-6.238, 2.130, 0.649)  0.13
H (3.230, 1.179, 0.953)  0.14
H (0.118, 3.532, -1.433)  0.16
H (-6.150, 0.799, -0.509)  0.13
H (-3.764, -0.234, -0.256)  0.17
H (3.091, 1.067, -1.235)  0.14
H (-0.914, 1.586, -2.459)  0.14
H (1.011, 2.203, 3.223)  0.16
H (1.986, -5.183, 0.441)  0.14
H (1.405, -6.664, 1.231)  0.15
H (3.756, -0.560, -1.465)  0.17
H (-1.362, -5.276, -1.543)  0.14
H (1.689, 2.734, -1.274)  0.14
H (-0.204, -7.089, -0.555)  0.14
H (1.643, -1.388, -2.414)  0.15
H (-0.612, 1.880, 2.607)  0.15
H (2.098, 0.066, -3.317)  0.17
H (0.608, 1.820, -3.324)  0.17
H (2.493, 0.447, 3.240)  0.17
H (3.914, -0.422, 1.292)  0.17
H (-0.562, -5.622, 1.822)  0.20

Computed properties:
Energy relative to the best compared isomer or geometry (same formula, charge and spin) in kJ/mol: 152.6
<S²>: 6.015
DFT total energy in eV: -35311.7807
Max |F| in eV/Å: 1.17
Spin multiplicity: 5
HOMO-LUMO gap (spin up / spin down) in eV: 11.5 / 6.0
LUMO (spin up / spin down) in Eh: -0.41503 / -0.61538
Total charge: +4

=====

C4H6O2 | wB97M-V/def2-TZVPD

Each line ends with the Löwdin charge.
Geometry (Å):
O (0.055, 1.520, -0.770)  0.03
O (2.090, 0.021, -0.597)  -0.01
C (0.093, 0.331, -0.036)  -0.51
C (-0.859, -0.744, -0.423)  -0.06
C (1.582, -0.271, 0.459)  -0.06
C (-1.069, 0.125, 0.814)  -0.08
H (-1.837, 0.886, 0.779)  0.11
H (-0.842, -0.312, 1.776)  0.10
H (0.449, 1.416, -1.652)  0.11
H (-1.519, -0.572, -1.273)  0.11
H (2.413, -0.609, 1.214)  0.15
H (-0.545, -1.772, -0.287)  0.10

Computed properties:
Energy relative to the best compared isomer or geometry (same formula, charge and spin) in kJ/mol: 370.8
DFT total energy in eV: -8336.6184
Max |F| in eV/Å: 3.97
HOMO-LUMO gap in eV: 10.0
LUMO in Eh: 0.03162
SMILES: O=CC1(O)CC1

=====

C10H24N2O14P2 | wB97M-V/def2-TZVPD

Each line ends with the Löwdin charge.
Geometry (Å):
P (-2.845, 0.550, 0.697)  0.30
P (4.177, 0.895, -4.286)  0.29
O (-1.128, -0.108, 3.528)  0.01
O (3.834, 2.198, -3.473)  -0.07
O (-1.891, -0.632, 1.101)  -0.08
O (2.921, -0.117, -4.435)  -0.14
O (-1.983, -1.083, -3.046)  0.04
O (1.123, 1.336, -2.473)  -0.02
O (-2.971, 0.601, -0.918)  -0.16
O (-4.159, 0.402, 1.335)  -0.25
O (4.647, 1.286, -5.732)  -0.08
O (5.333, 0.267, -3.635)  -0.26
O (-2.284, 1.909, 1.239)  -0.08
O (-0.836, 2.162, -4.270)  0.00
O (1.486, -2.517, 5.888)  0.04
O (-3.071, 0.805, -3.533)  0.03
N (0.864, -1.107, 3.274)  0.10
N (-0.765, -2.593, 5.870)  0.02
C (-0.943, -2.733, 7.314)  -0.05
C (0.427, -2.504, 5.268)  -0.50
C (0.077, -0.037, 3.296)  -0.53
C (0.712, 1.293, 2.970)  0.02
C (-1.696, 0.810, -1.567)  -0.12
C (-1.835, 0.325, -3.021)  -0.50
C (1.669, 0.527, -4.711)  -0.16
C (0.431, -2.425, 3.740)  -0.06
C (-0.714, 0.756, -3.988)  -0.23
C (0.713, 0.426, -3.509)  -0.26
H (-0.881, 0.258, -1.083)  0.13
H (-3.116, 2.397, 1.301)  0.10
H (-3.736, 0.698, -2.826)  0.11
H (-1.782, 2.338, -4.448)  0.11
H (1.195, 1.236, 1.997)  0.09
H (5.040, 0.446, -5.998)  0.09
H (-0.567, -2.645, 3.358)  0.12
H (1.781, 1.579, -5.002)  0.13
H (-0.530, -3.687, 7.645)  0.09
H (0.731, -0.602, -3.130)  0.17
H (-0.902, 0.199, -4.913)  0.16
H (-2.725, -1.338, -2.474)  0.11
H (1.224, 0.012, -5.568)  0.14
H (1.843, -0.977, 3.075)  0.15
H (-1.435, 1.874, -1.553)  0.14
H (-0.415, -1.928, 7.830)  0.09
H (1.446, 1.537, 3.736)  0.09
H (1.114, -3.185, 3.362)  0.13
H (-1.830, -0.485, 2.071)  0.03
H (-2.002, -2.690, 7.571)  0.08
H (-0.060, 2.061, 2.947)  0.08
H (-1.589, -2.519, 5.294)  0.13
H (4.733, 2.487, -3.275)  0.10
H (1.171, 2.241, -2.835)  0.11

Computed properties:
DFT total energy in eV: -60988.8114
Max |F| in eV/Å: 3.66
HOMO-LUMO gap in eV: 10.2
LUMO in Eh: 0.01175
SMILES: O=P(O)(O)OC[C@@H](O)[C@H](O)C(O)(O)COP(=O)(O)O.CNC(=O)CNC(C)=O

=====

C4H14N2O2 | wB97M-V/def2-TZVPD

Each line ends with the Löwdin charge.
Geometry (Å):
O (5.811, 2.828, 3.028)  -0.05
O (2.429, 3.750, -4.085)  -0.06
N (-1.526, -3.206, 1.297)  0.02
N (-1.326, 0.861, -0.476)  0.27
C (-1.379, -0.427, -0.636)  -0.28
C (-2.461, -1.123, 0.183)  -0.11
C (-1.968, -1.796, 1.458)  -0.25
C (-0.482, -1.238, -1.340)  0.25
H (-2.011, 1.343, 0.088)  0.16
H (-0.542, 1.364, -0.862)  0.15
H (-0.490, -2.280, -1.089)  0.08
H (-1.265, -1.224, 2.031)  0.11
H (5.484, 1.935, 3.148)  0.03
H (-0.837, -3.391, 2.026)  0.08
H (-0.932, -3.315, 0.479)  0.04
H (5.979, 3.023, 2.107)  0.03
H (1.743, 3.293, -3.582)  0.02
H (-3.215, -0.373, 0.423)  0.12
H (2.361, 4.687, -3.894)  0.04
H (-2.910, -1.886, -0.453)  0.14
H (0.370, -0.949, -1.949)  0.11
H (-2.833, -1.875, 2.097)  0.12

Computed properties:
Energy relative to the best compared isomer or geometry (same formula, charge and spin) in kJ/mol: 196.4
<S²>: 0.759
DFT total energy in eV: -11441.3577
Max |F| in eV/Å: 2.51
Spin multiplicity: 2
HOMO-LUMO gap (spin up / spin down) in eV: 9.5 / 5.9
LUMO (spin up / spin down) in Eh: -0.13908 / -0.27352
Total charge: +1